73
Properties=species:S:1:pos:R:3 method="wB97M-V/def2-TZVPD" total_charge=+1 homo_ev="-12.91 / -13.13" lumo_ev="-1.7 / -1.7" multiplicity=6 homo_lumo_gap_ev="11.18 / 11.39" s2=8.7519 relative_energy_kj_mol=125.5
Mn -25.37 -8.58 -9.58
P -26.08 -7.01 -12.13
F -26.66 -5.55 -12.34
F -24.67 -6.55 -12.74
F -25.43 -6.64 -10.68
F -25.47 -8.57 -11.71
F -27.44 -7.64 -11.52
F -26.45 -7.58 -13.57
C -26.80 -14.03 -11.57
C -27.03 -12.56 -11.90
C -28.51 -12.07 -11.76
O -28.36 -10.86 -11.02
C -27.22 -10.88 -10.35
O -26.86 -10.06 -9.53
O -26.46 -11.88 -10.77
H -25.76 -14.35 -11.63
H -27.32 -14.71 -12.25
H -27.07 -14.23 -10.53
H -26.68 -12.29 -12.90
H -28.99 -12.81 -11.11
H -28.95 -11.80 -12.71
C -25.00 -10.60 -3.82
C -24.32 -11.14 -5.07
C -25.15 -12.10 -5.92
O -24.99 -11.61 -7.24
C -24.32 -10.46 -7.25
O -24.09 -9.81 -8.24
O -24.13 -10.04 -5.99
H -24.35 -9.85 -3.36
H -25.19 -11.28 -2.99
H -25.94 -10.17 -4.15
H -23.32 -11.52 -4.83
H -26.21 -11.98 -5.67
H -24.88 -13.15 -5.89
C -19.40 -6.49 -11.72
C -19.89 -7.72 -10.99
C -20.08 -7.52 -9.45
O -21.19 -8.42 -9.24
C -21.96 -8.21 -10.30
O -23.17 -8.22 -10.32
O -21.25 -8.03 -11.41
H -19.97 -5.63 -11.36
H -19.56 -6.60 -12.79
H -18.35 -6.22 -11.55
H -19.22 -8.56 -11.14
H -20.22 -6.50 -9.12
H -19.19 -7.96 -9.01
C -20.92 -5.43 -5.60
C -21.75 -6.68 -5.79
C -23.08 -6.82 -4.97
O -24.08 -7.03 -5.96
C -23.57 -6.86 -7.19
O -24.24 -6.91 -8.18
O -22.27 -6.70 -7.13
H -21.57 -4.59 -5.83
H -20.09 -5.39 -6.30
H -20.48 -5.52 -4.61
H -21.15 -7.56 -5.54
H -23.19 -5.86 -4.47
H -23.13 -7.72 -4.37
C -27.78 -3.65 -9.61
C -28.46 -4.65 -8.66
C -29.39 -5.61 -9.44
O -28.84 -6.90 -9.16
C -27.68 -6.78 -8.53
O -26.91 -7.69 -8.34
O -27.48 -5.54 -8.11
H -28.54 -3.18 -10.24
H -27.09 -4.19 -10.25
H -27.28 -2.88 -9.01
H -28.99 -4.18 -7.84
H -29.27 -5.52 -10.52
H -30.43 -5.43 -9.16

18
Properties=species:S:1:pos:R:3 method="wB97M-V/def2-TZVPD" total_charge=0 homo_ev=-8.16 lumo_ev=0.3 homo_lumo_gap_ev=8.46 relative_energy_kj_mol=606.8
H -0.52 -0.18 -0.38
H 0.55 0.42 0.65
H 1.61 4.08 0.60
H 0.81 4.56 -0.57
H -1.14 -3.88 -1.90
H -2.02 -3.42 -0.59
H 2.62 -2.97 1.58
H 2.02 -3.56 2.95
H -1.58 -1.67 -2.23
H -0.68 -0.29 -2.22
H -0.75 3.85 0.42
H -0.64 3.59 1.88
O -0.41 0.12 0.50
O 1.02 3.78 -0.14
O -2.00 -4.00 -1.36
O 2.39 -2.79 2.57
O -1.10 -0.96 -2.78
O -0.18 3.32 1.00

54
Properties=species:S:1:pos:R:3 method="wB97M-V/def2-TZVPD" total_charge=+2 homo_ev=-13.46 lumo_ev=-10.9 homo_lumo_gap_ev=2.57
C 4.48 -2.34 2.40
C 4.45 -1.00 1.60
N 4.69 -1.15 0.15
C 3.45 -1.24 -0.61
C 2.77 -2.66 -0.60
C 1.27 -2.46 -0.50
C 0.40 -2.67 -1.60
C -0.94 -2.43 -1.46
C -1.47 -1.97 -0.24
C -0.55 -1.80 0.85
C 0.80 -2.04 0.74
S -1.27 -1.24 2.35
C -2.47 -0.11 1.76
C -2.75 1.08 2.42
C -3.68 1.93 1.89
C -4.31 1.60 0.66
C -5.31 2.54 0.01
C -4.90 2.88 -1.48
C -3.38 3.11 -1.67
N -2.69 1.96 -2.30
C -4.04 0.41 0.02
C -3.11 -0.48 0.53
N -2.80 -1.68 -0.10
C 5.31 0.12 -0.29
C 4.68 1.48 0.14
O 6.28 0.14 -1.01
H 5.39 -2.36 3.02
H 4.48 -3.23 1.77
H 3.65 -2.32 3.12
H 5.29 -0.39 1.99
H 3.52 -0.44 1.81
H 2.71 -0.48 -0.27
H 3.62 -1.00 -1.68
H 3.13 -3.30 0.21
H 3.00 -3.15 -1.56
H 0.79 -3.00 -2.57
H -1.57 -2.60 -2.33
H 1.49 -1.91 1.57
H -2.21 1.28 3.35
H -3.88 2.87 2.40
H -5.46 3.44 0.62
H -6.26 1.98 -0.07
H -5.28 2.07 -2.11
H -5.43 3.81 -1.72
H -2.85 3.36 -0.74
H -3.26 3.99 -2.32
H -2.53 2.12 -3.29
H -1.81 1.77 -1.84
H -4.55 0.21 -0.92
H -3.27 -1.65 -1.01
H 4.64 2.18 -0.70
H 5.27 1.87 0.98
H 3.66 1.36 0.55
Zn 2.82 1.53 -1.90

16
Properties=species:S:1:pos:R:3 method="wB97M-V/def2-TZVPD" total_charge=+1 homo_ev="-13.55 / -13.48" lumo_ev="-3.9 / -7.9" multiplicity=2 homo_lumo_gap_ev="9.64 / 5.54" s2=0.7537 relative_energy_kj_mol=290.5
C 0.00 -0.65 1.57
C -1.13 -0.96 0.89
N -1.32 -2.26 0.34
N 0.22 0.60 2.13
H 0.75 -1.45 1.54
H -1.93 -0.23 0.74
H -2.27 -2.57 0.48
H -1.11 -2.30 -0.65
H 0.69 1.26 1.52
H 0.71 0.55 3.01
H -0.01 -0.16 -0.18
C 0.04 1.00 -2.46
S 1.04 0.94 -0.95
H -0.99 0.78 -2.20
H 0.08 2.04 -2.80
H 0.43 0.34 -3.23

78
Properties=species:S:1:pos:R:3 method="wB97M-V/def2-TZVPD" total_charge=+2 homo_ev=-13.19 lumo_ev=-9.0 homo_lumo_gap_ev=4.22 relative_energy_kj_mol=809.2
Zr 0.32 -0.61 1.09
C -1.76 0.12 5.58
C -2.73 -0.12 4.63
C -3.18 0.97 3.70
C -2.38 1.47 2.43
C -1.14 2.16 2.89
C -0.64 2.65 4.03
C -1.15 2.66 5.47
C -1.54 1.40 6.28
C 2.01 -1.70 0.60
H -0.96 -0.63 5.70
H -2.95 -1.10 4.18
H -3.15 1.79 4.38
H -4.24 0.77 3.54
H -2.12 0.67 1.69
H -2.99 2.18 1.81
H -0.48 2.25 2.02
H 0.37 3.04 3.85
H -2.12 3.16 5.34
H -0.65 3.41 6.13
H -0.75 1.16 6.98
H -2.41 1.63 6.87
H 2.65 -1.97 1.43
H 2.24 -0.56 0.40
H 1.89 -2.31 -0.30
P -0.02 -1.63 -2.13
P 1.24 0.74 -1.29
C -0.95 -0.10 -2.51
C -0.37 1.04 -2.05
C -0.22 -2.78 -3.54
C -1.21 -2.55 -4.51
C -1.79 -3.65 -5.15
C -1.23 -4.93 -4.97
C -0.04 -5.11 -4.23
C 0.49 -4.00 -3.55
C -1.18 -2.37 -0.94
C -1.30 -1.59 0.27
C -1.86 -2.14 1.47
C -2.71 -3.23 1.24
C -2.73 -3.95 0.05
C -1.86 -3.58 -1.01
C 2.31 0.73 -2.90
C 2.06 -0.22 -3.91
C 2.36 0.05 -5.24
C 3.02 1.24 -5.58
C 3.42 2.10 -4.56
C 3.09 1.85 -3.22
C 1.76 2.26 -0.41
C 3.05 2.31 0.17
C 3.47 3.51 0.75
C 2.64 4.63 0.76
C 1.36 4.54 0.23
C 0.90 3.34 -0.31
H -1.99 -0.26 -2.84
H -0.77 2.05 -2.13
H -1.57 -1.54 -4.71
H -2.66 -3.52 -5.79
H -1.70 -5.81 -5.42
H 0.47 -6.09 -4.19
H 1.45 -4.10 -3.02
H -1.01 -0.20 -0.07
H -1.59 -2.02 2.49
H -3.36 -3.47 2.10
H -3.43 -4.78 -0.08
H -1.78 -4.23 -1.88
H 1.56 -1.18 -3.69
H 2.10 -0.65 -6.03
H 3.24 1.46 -6.62
H 3.97 3.01 -4.79
H 3.39 2.57 -2.45
H 3.68 1.43 0.19
H 4.46 3.56 1.21
H 2.99 5.57 1.19
H 0.71 5.40 0.23
H -0.12 3.25 -0.67
S 1.81 0.46 2.97
C 2.04 0.10 4.58
N 2.25 0.02 5.73

19
Properties=species:S:1:pos:R:3 method="wB97M-V/def2-TZVPD" total_charge=0 homo_ev=-8.56 lumo_ev=-0.2 homo_lumo_gap_ev=8.40 relative_energy_kj_mol=490.3
C 0.42 -0.09 0.78
C -3.06 0.13 -0.70
C -0.83 0.60 0.35
C -1.82 -0.43 0.03
C 3.72 -1.05 0.29
N 1.54 0.35 0.28
O 1.44 1.25 -0.76
S 4.60 0.29 0.10
H 0.42 -0.82 1.53
H -3.68 0.79 -0.05
H -3.65 -0.71 -0.96
H -2.82 0.64 -1.66
H -0.56 1.08 -0.57
H -1.04 1.29 1.11
H -1.30 -1.04 -0.59
H -2.32 -0.96 0.93
H 3.86 -1.53 1.28
H 2.79 -1.11 -0.26
H 2.30 1.32 -1.13

no.,F_max (eV/A),energy (eV)
1,2.719,-108856.8586
2,12.911,-12474.8246
3,3.190,-87965.9215
4,1.353,-17078.1474
5,7.390,-70089.8731
6,5.222,-19732.0138